Below is a 7-piece molecular cluster, C50H87N3O19 overall, with properties calculated with ωB97M-V/def2-TZVPD.

Last column: Mulliken charge in e.
Atoms and positions in Å:
C -4.6439 6.9428 -3.4523  -1.23
C -3.8954 5.6996 -4.2004  0.14
C -3.8519 4.5002 -3.1331  -0.76
C -4.0530 3.0282 -3.7807  -0.13
C -2.8641 2.6505 -4.8297  0.05
O -1.6169 2.5320 -4.1405  -0.22
C -0.8683 1.3285 -4.3276  -0.07
C 0.1617 1.3408 -5.5973  -0.78
C -0.3970 2.0124 -6.9270  -0.46
C -0.0615 3.5696 -7.1410  -1.06
C 0.6677 4.2994 -5.9186  -0.06
C 0.6115 5.9162 -6.1214  -0.76
C 0.8602 6.5367 -4.6310  -0.64
C 2.3083 6.1868 -4.0340  -0.24
C 2.2020 6.0408 -2.4217  -0.36
C 3.6174 6.4577 -1.7802  -0.85
C 4.7822 5.3686 -1.9682  -0.55
C 4.2776 3.8325 -1.7331  -0.11
C 5.5346 3.0543 -1.0913  -0.80
N 5.2621 1.6312 -0.7493  0.35
C 4.3569 1.0292 0.2096  -0.17
C 4.4704 -0.5204 0.1884  -0.67
C 5.5597 -0.8145 -0.9321  -0.33
C 5.9962 0.5707 -1.4472  -0.35
C -1.6503 -0.0703 -4.1901  -0.02
N -2.2046 -0.6226 -5.4641  -0.47
C -2.7400 -0.1236 -2.9984  -0.65
C -2.2758 0.5661 -1.6269  -0.12
C -2.3087 -0.5815 -0.4620  -0.81
N -1.3549 -1.6978 -0.7132  -0.47
H -4.2418 7.0723 -2.3742  0.28
H -4.5058 7.9365 -3.9972  0.35
H -5.7769 6.7414 -3.3227  0.32
H -4.4657 5.4706 -5.1608  0.32
H -2.8174 6.0556 -4.3605  -0.17
H -2.9439 4.5381 -2.4203  0.20
H -4.7716 4.6492 -2.4416  0.44
H -4.1190 2.3034 -2.9028  -0.27
H -5.0611 3.0160 -4.3416  0.34
H -2.7885 3.5900 -5.5109  0.02
H -3.1687 1.7989 -5.5199  0.25
H -0.1284 1.3050 -3.4294  0.24
H 0.3291 0.2167 -5.8332  0.34
H 1.1905 1.7185 -5.2460  0.31
H -1.5330 1.8912 -7.0971  0.21
H 0.0873 1.4490 -7.8178  0.44
H -1.0205 4.1234 -7.4684  0.31
H 0.6526 3.6581 -8.0501  0.32
H 0.3371 3.9665 -4.8793  0.17
H 1.7943 4.0371 -5.9954  0.25
H 1.4198 6.2898 -6.8545  0.28
H -0.3972 6.2380 -6.5633  0.39
H 0.5904 7.6481 -4.6148  0.38
H 0.0765 6.0037 -3.9624  0.14
H 2.7583 5.2069 -4.4167  -0.08
H 3.0194 7.0275 -4.3476  0.44
H 1.8056 5.0261 -2.0809  0.07
H 1.4200 6.8324 -2.0983  0.42
H 3.4724 6.7715 -0.6792  0.28
H 3.9562 7.4107 -2.3416  0.32
H 5.5458 5.5551 -1.1157  0.42
H 5.3584 5.4694 -2.9663  0.28
H 3.3379 3.8075 -1.0680  0.30
H 3.9604 3.4089 -2.7528  0.10
H 6.3511 3.0516 -1.9096  0.21
H 5.9085 3.5775 -0.1460  0.25
H 3.6769 1.6328 0.9143  0.30
H 3.9033 -1.2801 0.8189  0.33
H 5.9403 -1.8413 -1.2477  0.31
H 6.7750 0.6980 -2.2634  0.28
H -0.8325 -0.8324 -3.8641  0.09
H -3.1601 -0.9578 -5.2877  0.33
H -2.1496 0.0334 -6.2503  0.27
H -3.7559 0.2265 -3.3981  0.51
H -2.8775 -1.2510 -2.7637  0.09
H -1.2099 0.9714 -1.6161  0.31
H -3.0454 1.3501 -1.2805  -0.07
H -1.9688 -0.0626 0.5113  0.27
H -3.3881 -0.9485 -0.2755  0.28
H -1.7913 -2.4156 -1.3172  0.26
H -0.4705 -1.3851 -1.1337  0.30
C 0.4776 -5.4176 -5.5301  -1.57
C -0.1798 -4.3705 -4.6582  0.81
C 0.1709 -4.4787 -3.2033  -0.55
O -0.9610 -3.8834 -2.5781  -0.35
C -2.0143 -4.0739 -3.4222  0.68
O -3.1589 -3.8627 -3.1359  -0.55
O -1.5954 -4.5390 -4.6327  -0.37
H 1.5518 -5.2383 -5.6153  0.38
H 0.3230 -6.4226 -5.1269  0.36
H 0.0385 -5.4114 -6.5311  0.37
H 0.0305 -3.3693 -5.0514  0.07
H 1.0841 -3.9379 -2.9495  0.34
H 0.2567 -5.5112 -2.8495  0.33
C 10.4537 -1.8989 -0.0302  -1.43
C 9.4775 -2.9719 0.3994  0.47
C 9.8552 -4.3544 -0.0441  -0.53
O 8.5919 -5.0076 -0.0956  -0.34
C 7.6656 -4.0403 -0.3474  0.61
O 6.5223 -4.2536 -0.6354  -0.52
O 8.2118 -2.7960 -0.2323  -0.24
H 11.3960 -1.9852 0.5157  0.39
H 10.6646 -1.9615 -1.1016  0.35
H 10.0325 -0.9061 0.1481  0.35
H 9.3201 -2.9234 1.4827  0.25
H 10.5226 -4.8543 0.6598  0.31
H 10.3006 -4.3860 -1.0437  0.31
C -6.9837 -1.6664 2.8031  -1.59
C -6.8071 -0.2920 2.1976  0.67
C -7.8780 0.0870 1.2183  -0.52
O -7.2033 1.0248 0.3854  -0.34
C -5.8821 0.6940 0.4206  0.50
O -5.0464 1.1553 -0.3047  -0.48
O -5.6345 -0.2343 1.3871  -0.24
H -7.8337 -1.6864 3.4879  0.40
H -7.1416 -2.4235 2.0292  0.41
H -6.0844 -1.9613 3.3496  0.29
H -6.7020 0.4563 2.9913  0.22
H -8.7435 0.5459 1.6985  0.31
H -8.2150 -0.7475 0.5949  0.29
C -3.2211 1.3364 6.4034  -1.45
C -4.1546 0.2383 6.8633  0.59
C -3.7380 -1.1366 6.4352  -0.22
O -4.9805 -1.8329 6.4122  -0.34
C -5.9414 -0.9016 6.1594  0.69
O -7.0816 -1.1577 5.8906  -0.57
O -5.4357 0.3619 6.2473  -0.36
H -2.2688 1.2895 6.9366  0.34
H -3.0235 1.2645 5.3299  0.35
H -3.6723 2.3175 6.5733  0.37
H -4.2976 0.2979 7.9478  0.25
H -3.0442 -1.6026 7.1369  0.05
H -3.3063 -1.1696 5.4293  0.32
C 1.4546 -2.9213 7.6194  -1.06
C 0.7903 -1.8702 8.4805  0.42
C 1.1355 -1.9673 9.9366  -0.41
O -0.0019 -1.3709 10.5538  -0.35
C -1.0506 -1.5706 9.7087  0.66
O -2.1981 -1.3616 9.9876  -0.54
O -0.6261 -2.0435 8.5020  -0.35
H 2.5285 -2.7397 7.5369  0.40
H 1.3020 -3.9227 8.0289  -0.02
H 1.0195 -2.9240 6.6160  0.41
H 0.9989 -0.8711 8.0809  0.27
H 2.0458 -1.4219 10.1902  0.34
H 1.2232 -2.9972 10.2970  0.25
C -0.6263 -8.9784 6.8386  -1.45
C 0.1686 -8.3812 7.9789  0.49
C -0.6484 -7.5524 8.9254  -0.47
O 0.3248 -6.6587 9.4564  -0.29
C 1.2858 -6.5204 8.5012  0.67
O 2.1629 -5.7027 8.5340  -0.60
O 1.1178 -7.4302 7.5006  -0.34
H -1.2946 -9.7649 7.1966  0.38
H -1.2251 -8.2165 6.3316  0.35
H 0.0442 -9.4011 6.0859  0.35
H 0.7202 -9.1689 8.5043  0.27
H -1.1043 -8.1466 9.7188  0.31
H -1.4251 -6.9612 8.4298  0.30

Values from the calculation:
Strongest force on any atom in hartree/bohr: 0.1060
E_LUMO in eV: 0.51
HOMO in eV: -7.62
SMILES string: CCCCCO[C@H](CCCCCCCCCCCCn1cccc1)[C@H](N)CCCN.C[C@@H]1COC(=O)O1.C[C@@H]1COC(=O)O1.C[C@@H]1COC(=O)O1.C[C@@H]1COC(=O)O1.C[C@@H]1COC(=O)O1.C[C@@H]1COC(=O)O1
Total energy in a.u.: -3551.002480
Molecular weight in Da: 1034.2
Kohn-Sham gap in Eh: 0.2988